Entry 1:
The following is a DFT calculation (ωB97M-V/def2-TZVPD) of C72H68Cl3N4O6P3S3Sr as an isolated structure.

XYZ file:
```
160
Properties=species:S:1:pos:R:3
Sr -1.1413 -0.4185 0.1900
O -1.6660 -4.3176 0.1587
C -1.3003 -3.2187 -0.2478
O -0.4402 -2.4402 0.3016
C -1.9177 -2.7277 -1.6062
C -1.0620 -1.7121 -2.4112
C -1.5082 -1.7307 -3.8783
C -2.8721 -0.9892 -3.8009
C -2.9548 -0.6541 -2.3062
O -1.5622 -0.4177 -1.9900
C -3.2934 -1.9314 -1.4972
C -3.7749 -1.5888 -0.0499
O -4.6226 -2.3142 0.4586
O -3.2559 -0.5294 0.4608
H -2.0611 -3.6382 -2.1847
H 0.0088 -1.7737 -2.2577
H -0.7906 -1.1856 -4.4914
H -1.5966 -2.7476 -4.2618
H -2.8614 -0.0782 -4.4014
H -3.7138 -1.6045 -4.1210
H -3.5503 0.2130 -2.0331
H -4.1051 -2.4917 -1.9560
C -2.0051 3.1420 -3.9075
C -3.2378 3.9655 -3.5324
P -3.9342 3.5129 -1.8682
C -3.8214 5.0637 -0.8933
C -3.5619 6.3313 -1.4049
C -3.4948 7.4419 -0.5704
C -3.6995 7.2986 0.7918
C -3.9538 6.0378 1.3171
C -3.9965 4.9280 0.4870
C -5.7342 3.5528 -2.3147
C -6.6805 4.4304 -1.7909
C -8.0280 4.3068 -2.1159
C -8.4571 3.3026 -2.9703
C -7.5254 2.4159 -3.4985
C -6.1859 2.5390 -3.1661
C -0.7289 3.5596 -3.1567
P 0.3960 2.1105 -2.9177
C 1.1159 2.1387 -4.6410
C 0.3542 1.5311 -5.6464
C 0.7945 1.4750 -6.9610
C 2.0304 2.0115 -7.3020
C 2.8059 2.6057 -6.3167
C 2.3534 2.6705 -5.0027
C 1.7912 2.8230 -1.9708
C 1.8597 4.1428 -1.5333
C 2.9463 4.5865 -0.7900
C 3.9800 3.7144 -0.4774
C 3.9147 2.3933 -0.8972
C 2.8232 1.9517 -1.6284
H -1.8431 3.2427 -4.9843
H -2.2064 2.0825 -3.7089
H -4.0306 3.8053 -4.2645
H -2.9742 5.0225 -3.5665
H -3.4127 6.4781 -2.4656
H -3.2797 8.4173 -0.9906
H -3.6419 8.1605 1.4457
H -4.0813 5.9142 2.3832
H -4.1195 3.9364 0.9098
H -6.3654 5.2229 -1.1225
H -8.7446 5.0014 -1.6933
H -9.5073 3.2030 -3.2154
H -7.8460 1.6126 -4.1509
H -5.4727 1.8238 -3.5671
H -0.9731 3.9031 -2.1452
H -0.2151 4.3551 -3.7024
H -0.6013 1.0853 -5.3854
H 0.1815 0.9968 -7.7163
H 2.3888 1.9556 -8.3230
H 3.7743 3.0223 -6.5692
H 2.9722 3.1403 -4.2476
H 1.0474 4.8269 -1.7420
H 2.9732 5.6108 -0.4370
H 4.8161 4.0540 0.1222
H 4.6931 1.6954 -0.6144
H 2.7507 0.9078 -1.9176
N -0.3474 0.1835 4.2876
P -0.4479 -1.1526 3.1588
C -1.6127 -2.2624 4.0997
C -1.4706 -2.5463 5.4588
C -2.3465 -3.4085 6.0985
C -3.3834 -4.0029 5.3800
C -3.5423 -3.7149 4.0336
C -2.6625 -2.8416 3.3995
C 1.0917 -2.0681 3.6681
C 2.2898 -1.4447 4.0106
C 3.3924 -2.1876 4.4265
C 3.3253 -3.5715 4.4953
C 2.1527 -4.2093 4.1055
C 1.0576 -3.4678 3.6852
C -1.3824 1.0927 4.1512
C -1.2953 2.4048 4.6408
C -2.4011 3.2100 4.5112
C -3.5552 2.7159 3.9008
C -3.5228 1.4235 3.4169
N -2.4668 0.6267 3.5494
H 0.5616 0.6323 4.2727
H -0.6625 -2.0822 6.0143
H -2.2233 -3.6233 7.1544
H -4.0657 -4.6840 5.8768
H -4.3483 -4.1542 3.4589
H -2.8192 -2.6121 2.3520
H 2.3807 -0.3710 3.9021
H 4.3112 -1.6748 4.6879
H 4.1832 -4.1490 4.8201
H 2.0867 -5.2915 4.1261
H 0.1570 -3.9835 3.3725
H -0.3775 2.7630 5.0913
H -2.3687 4.2296 4.8796
H -4.4405 3.3241 3.7850
H -4.3656 0.9902 2.8878
C 0.0197 4.6759 1.7179
C 0.1751 3.2034 1.3704
S -1.0618 2.5470 0.2899
C 1.2104 2.4940 1.8654
C 2.2119 3.1638 2.7919
S 1.5644 0.8033 1.4722
H -0.7690 5.1189 1.1099
H 0.9454 5.2387 1.5419
H -0.2568 4.8235 2.7713
H 1.7680 3.9719 3.3808
H 3.0534 3.5886 2.2258
H 2.6389 2.4284 3.4792
Cl 8.5147 -2.5667 -3.4757
C 7.4210 -3.0779 -2.2162
C 6.3988 -3.9572 -2.5112
C 5.5585 -4.3585 -1.4838
C 5.7031 -3.9011 -0.1788
C 4.7012 -4.3661 0.8617
C 3.6139 -3.3264 1.1207
N 2.8604 -3.1389 -0.1032
C 2.0648 -4.0790 -0.7157
C 1.6784 -3.5165 -1.8956
N 2.2202 -2.2549 -2.0230
C 2.9283 -2.0750 -0.9353
O 5.3192 -4.7406 2.0825
C 5.4698 -6.1442 2.2250
C 4.1917 -6.8100 2.6562
C 3.8451 -7.0352 3.9513
Cl 4.7811 -6.6697 5.3476
S 2.2955 -7.7304 4.1282
C 2.0667 -7.7496 2.4368
C 3.1403 -7.2441 1.7803
C 6.7254 -2.9892 0.0667
Cl 6.9559 -2.2631 1.6334
C 7.5911 -2.5827 -0.9388
H 6.2565 -4.3135 -3.5215
H 4.7359 -5.0290 -1.7060
H 4.1974 -5.2339 0.4310
H 4.0377 -2.3702 1.4267
H 2.9575 -3.6699 1.9182
H 1.7845 -4.9972 -0.2261
H 1.0037 -3.9112 -2.6389
H 3.4694 -1.1758 -0.6754
H 6.2363 -6.2928 2.9839
H 5.8295 -6.5858 1.2885
H 1.1393 -8.1111 2.0220
H 3.1899 -7.1749 0.7021
H 8.3754 -1.8717 -0.7219
```

Computed properties:
HOMO energy, eV: -0.652
LUMO energy, eV: 3.20
Charge: -2
Frontier orbital gap, eV: 3.85
Relative energy (zero: lowest compared OMol25 entry of this formula, charge and spin), kJ/mol: 0.0

Entry 2:
The following is a DFT calculation (ωB97M-V/def2-TZVPD) of C73H152AlAs2ClF12N8O15 as an isolated structure.

XYZ file:
```
264
Properties=species:S:1:pos:R:3
Al 14.5454 16.1151 12.1439
Cl 18.0707 15.0156 12.3472
O 18.2364 16.0525 13.3258
O 19.1733 14.1657 12.0817
O 17.0333 14.1595 12.7820
O 17.6806 15.5959 11.1370
As 14.6634 15.8964 15.9442
F 14.4501 14.7523 17.1943
F 15.2162 17.0373 17.1090
F 14.8197 17.0853 14.7203
F 14.0433 14.7568 14.8085
F 13.0314 16.3908 16.2961
F 16.2782 15.3792 15.6955
As 21.9668 13.0994 16.1597
F 23.1295 12.2042 17.0676
F 22.5860 14.5266 16.8689
F 20.7651 13.9544 15.2776
F 21.4176 11.5748 15.5847
F 20.8801 12.9665 17.5114
F 23.1168 13.1551 14.9179
C 13.1900 15.4336 9.2848
O 14.3878 15.2480 9.0942
O 12.6877 14.5476 9.9428
O 12.6709 16.5373 9.2206
C 16.1706 11.8064 10.4975
C 14.8388 11.0773 10.2893
C 15.0892 9.5630 10.3239
C 13.7674 8.8329 10.2963
C 13.0738 9.1400 11.5920
C 12.8238 10.6190 11.7411
N 13.9944 11.3199 11.4791
O 13.8329 12.6723 11.6442
C 11.6419 11.1070 10.8346
C 12.3709 10.9302 13.1895
C 14.2896 11.5583 8.9664
H 16.1435 12.9015 10.4852
H 16.8263 11.3459 9.7647
H 16.4456 11.5422 11.5241
H 15.6418 9.2902 9.4111
H 15.6301 9.2787 11.2370
H 14.0822 7.7932 10.2837
H 13.3228 9.0927 9.3339
H 13.8036 8.8253 12.3255
H 12.1192 8.6597 11.7928
H 11.7079 10.9195 9.7514
H 10.7086 10.6792 11.2015
H 11.5708 12.1507 11.1227
H 13.1051 10.5681 13.9017
H 12.3306 11.9974 13.3716
H 11.4600 10.3437 13.3780
H 13.4718 10.9882 8.5367
H 15.1343 11.5685 8.2781
H 13.8671 12.5540 9.0654
H 13.3581 13.0465 10.8956
C 15.6090 18.5449 9.5029
C 16.1576 19.7428 10.2310
C 15.3716 21.0518 9.8362
C 15.6374 22.2198 10.7638
C 15.2599 21.7586 12.1716
C 16.0918 20.5596 12.6384
N 15.8661 19.4837 11.6558
O 16.2640 18.2504 12.1471
C 17.5672 20.9302 12.8757
C 15.5789 20.1016 13.9806
C 17.6643 19.8131 9.8749
H 16.2053 17.6712 9.7618
H 15.5156 18.6754 8.4293
H 14.6230 18.3580 9.9382
H 15.7611 21.1650 8.8084
H 14.3067 20.7570 9.7639
H 15.0351 23.0602 10.4168
H 16.6925 22.4682 10.7550
H 14.2192 21.4825 12.2824
H 15.4437 22.5331 12.9263
H 18.2245 20.0701 12.8939
H 17.9463 21.5879 12.0834
H 17.6589 21.5662 13.7534
H 15.6066 20.9183 14.7026
H 14.6104 19.6095 13.9247
H 16.2583 19.3118 14.2831
H 18.1594 18.9891 10.3931
H 18.1274 20.7013 10.2820
H 17.8518 19.7073 8.8028
H 17.2151 18.0422 11.9897
C 13.0191 10.5885 19.5555
C 12.2499 11.4369 20.6272
C 13.1563 12.6424 21.1144
C 13.1772 13.6924 20.0696
C 11.7901 14.2717 19.8044
C 10.8899 13.1404 19.2105
N 10.9223 12.0040 20.1665
O 10.1423 11.0392 19.6079
C 9.4829 13.6554 19.2885
C 11.3016 12.8536 17.7123
C 11.9055 10.5522 21.8052
H 12.3626 9.7980 19.1973
H 13.8746 10.1174 20.0298
H 13.4064 11.1640 18.7134
H 12.6952 13.0215 22.0328
H 14.1343 12.2938 21.4841
H 13.7012 13.3804 19.1641
H 13.8201 14.5098 20.4217
H 11.7374 15.1563 19.1524
H 11.2549 14.5785 20.7391
H 9.4176 14.5245 18.6230
H 8.7572 12.9362 18.9060
H 9.2994 13.8617 20.3421
H 10.6776 12.0771 17.2366
H 10.9692 13.7114 17.1112
H 12.3656 12.6855 17.6350
H 11.3651 11.0869 22.5930
H 12.8936 10.2337 22.1566
H 11.2906 9.6757 21.5937
H 10.5783 10.6254 18.8367
C 9.2807 16.0663 14.2588
C 10.2439 15.8346 13.0566
C 9.4681 15.5015 11.7727
C 8.7659 16.7744 11.1986
C 9.7956 17.9061 10.9580
C 10.5221 18.2150 12.2162
N 11.1049 16.9070 12.6564
O 12.0454 17.1841 13.6170
C 11.6814 19.1080 11.8729
C 9.6831 18.9436 13.2791
C 11.1156 14.6594 13.2434
H 8.4353 16.6716 13.9501
H 9.7580 16.3851 15.1805
H 8.8857 15.0817 14.5287
H 10.1534 15.0920 11.0219
H 8.8418 14.6325 11.9988
H 8.0772 17.1579 11.9519
H 8.2472 16.4802 10.2818
H 9.3779 18.8143 10.4994
H 10.5456 17.6453 10.2094
H 11.3706 20.0554 11.4557
H 12.1607 19.3453 12.8201
H 12.5067 18.6377 11.3334
H 8.8115 18.3556 13.4593
H 10.1757 19.0969 14.2427
H 9.4684 19.9587 12.9481
H 11.7172 14.7305 14.1484
H 11.7329 14.6740 12.3513
H 10.5311 13.7430 13.1675
H 11.6851 17.1324 14.5306
C 18.8030 18.0477 22.5112
C 17.8687 16.8585 22.4801
C 16.7225 17.3024 21.5680
C 15.8034 16.1677 21.1953
C 16.6446 15.1579 20.4506
C 17.8482 14.6597 21.3148
N 18.5892 15.8394 21.7406
O 19.6845 15.4367 22.5507
C 17.3593 13.6923 22.4353
C 18.8111 13.8311 20.4722
C 17.3989 16.5857 23.9636
H 19.6592 17.8804 23.1629
H 18.1696 18.9023 22.7863
H 19.1966 18.2503 21.5147
H 16.0961 18.0302 22.0823
H 17.1789 17.6885 20.6652
H 15.0477 16.5532 20.5062
H 15.3414 15.7951 22.1053
H 16.9990 15.6675 19.5506
H 16.0830 14.2881 20.1423
H 16.5413 14.0805 23.0524
H 17.0749 12.8203 21.8650
H 18.1083 13.3942 23.1676
H 19.2474 14.4943 19.7350
H 19.6940 13.4713 21.0036
H 18.3046 12.9778 20.0163
H 17.0210 17.5381 24.3198
H 18.2268 16.1811 24.5594
H 16.6522 15.7852 24.0573
H 20.4623 15.2453 21.9905
C 17.5791 8.8717 14.5730
C 17.2997 10.2975 15.0202
C 15.8302 10.4923 14.6583
C 15.2631 11.7287 15.2538
C 15.2942 11.4987 16.7670
C 16.7217 11.3667 17.2810
N 17.3037 10.2484 16.5044
O 18.6241 10.1160 16.8670
C 17.4883 12.6967 17.2094
C 16.6665 10.8035 18.7408
C 18.2310 11.2152 14.2476
H 17.0121 8.7226 13.6493
H 17.2609 8.2500 15.4050
H 18.6477 8.6710 14.4344
H 15.7270 10.4086 13.5787
H 15.4198 9.5857 15.1203
H 14.2288 11.9365 14.9711
H 15.9408 12.5416 14.9930
H 14.8531 10.5140 16.9665
H 14.8035 12.2482 17.3868
H 17.0046 13.4054 17.8935
H 18.4870 12.5415 17.6117
H 17.4698 13.0985 16.2066
H 16.0548 11.4453 19.4039
H 16.1327 9.8758 18.5749
H 17.6918 10.6643 19.0690
H 19.3048 11.1994 14.4362
H 17.8956 12.2362 14.4003
H 18.2232 10.9501 13.1822
H 19.1253 10.8777 16.4860
C 14.6925 21.6392 17.7115
C 13.8037 20.7018 18.5394
C 12.8806 21.5764 19.5041
C 11.7598 20.8394 20.1132
C 10.9317 20.2158 19.0424
C 11.7663 19.2467 18.2638
N 12.8908 20.0473 17.6641
O 13.6482 19.3416 16.6881
C 12.1466 17.9455 19.0180
C 10.9699 18.7570 17.0360
C 14.7553 19.7805 19.3166
H 15.3537 21.0632 17.0549
H 15.1613 22.3616 18.3852
H 14.0387 22.3689 17.2211
H 13.4838 22.1918 20.1826
H 12.4983 22.3541 18.8280
H 11.1713 21.5618 20.6656
H 12.0457 20.0181 20.7629
H 10.5107 21.0018 18.4006
H 10.0571 19.7268 19.4836
H 11.2313 17.3615 19.0019
H 12.8859 17.4329 18.4029
H 12.5118 18.0689 20.0409
H 10.5902 19.5673 16.4085
H 11.6966 18.2106 16.4396
H 10.1898 18.0600 17.3671
H 15.3396 20.4809 19.9193
H 15.4633 19.3288 18.6357
H 14.3010 19.1276 20.0580
H 14.2231 18.6221 17.0308
C 21.8235 19.7072 15.0698
C 21.1142 19.4330 16.4379
C 19.8318 20.3046 16.5085
C 18.9110 19.7867 17.6154
C 18.5078 18.4537 17.2710
C 19.7578 17.4495 17.3182
N 20.6122 18.0723 16.3441
O 21.7834 17.2783 16.2556
C 20.3192 17.2382 18.7752
C 19.2646 16.1220 16.7576
C 22.0818 19.7511 17.5445
H 21.9159 20.7912 15.0470
H 21.1713 19.4502 14.2275
H 22.7682 19.1687 15.0499
H 20.0867 21.3763 16.5278
H 19.3318 20.0517 15.5749
H 17.9963 20.3921 17.5967
H 19.2237 19.9464 18.6437
H 18.2647 18.3871 16.1962
H 17.6895 18.0099 17.8568
H 19.4488 16.7708 19.2456
H 21.0218 16.4274 18.9187
H 20.5393 18.1694 19.2869
H 20.0456 15.3863 16.8687
H 18.3815 15.7601 17.3092
H 18.8769 16.3549 15.7673
H 22.5454 20.7171 17.2827
H 22.8708 18.9928 17.5875
H 21.7340 19.8571 18.5864
H 21.7990 16.5195 16.8624
```

Computed properties:
HOMO energy, eV: -3.633
LUMO energy, eV: -1.99
Charge: -2
Frontier orbital gap, eV: 1.65

> Among the records above, which one has the lowest HOMO energy?

C73H152AlAs2ClF12N8O15

> Which of these has the highest frontier orbital gap?

C72H68Cl3N4O6P3S3Sr

> What is the charge in the first record?

-2